1.
DFT (ωB97M-V with the def2-TZVPD basis set) results for a gas-phase ion, C5H7N2O4 (charge -1) in a non-equilibrium geometry.

```
18
Properties=species:S:1:pos:R:3:forces:R:3:mulliken_charge:R:1
C 0.354 -0.219 -0.430 -1.840 -0.643 0.463 0.32
C -1.942 2.351 -0.212 0.269 -0.661 -0.209 0.41
C -0.733 0.121 0.579 0.204 2.557 -0.228 -1.06
C -1.786 0.783 -0.322 -0.210 1.401 -1.230 0.98
C 1.725 -0.511 -0.077 2.820 -0.165 -0.424 -0.31
N 0.032 0.128 -1.618 2.267 -0.473 0.088 -0.74
N -1.163 0.646 -1.683 -1.877 0.034 -0.456 -0.15
O -3.072 2.848 -0.271 -0.976 -0.296 0.157 -0.77
O -0.837 2.899 -0.248 0.915 0.690 0.433 -0.71
O -2.994 0.081 -0.273 -1.522 0.880 -0.136 -0.61
O 2.073 0.472 0.951 0.617 -1.353 -0.692 -0.56
H -1.331 -0.585 1.053 -0.337 -2.236 0.802 0.42
H -0.415 0.810 1.418 -0.157 -0.561 -1.102 0.25
H 2.311 -0.321 -1.048 -0.475 -0.290 1.376 0.21
H 2.068 -1.519 0.307 -0.848 0.932 -0.234 0.25
H -1.165 1.414 -2.357 -0.367 -0.224 0.659 0.35
H -3.741 0.740 -0.468 1.743 -0.793 0.475 0.36
H 1.389 1.108 0.785 -0.225 1.202 0.257 0.36
```
Forces are in eV/Å.

Values from the calculation:
Net charge: -1
ΔE to the lowest compared entry with this formula, charge and spin in kcal/mol: 32.7
SMILES: O=C([O-])[C@]1(O)CC(CO)=NN1
HOMO energy in eV: -4.45
Spin multiplicity: 1

2.
DFT (ωB97M-V with the def2-TZVPD basis set) results for 2 unconnected molecules or ions with the total composition C11H25ClNO5Si in a non-equilibrium geometry.

```
44
Properties=species:S:1:pos:R:3:forces:R:3:mulliken_charge:R:1
C 0.389 -2.950 -1.718 -0.527 0.015 -0.563 -0.85
C 0.868 -1.801 -2.691 -1.094 -0.672 -0.084 -0.43
C 0.044 -0.474 -2.395 0.519 -0.138 -1.307 0.06
O 0.779 0.597 -1.819 -0.544 -1.424 0.504 -0.27
C 1.625 0.167 -0.733 0.050 0.349 -0.745 -0.79
N 1.858 1.336 0.122 0.835 -0.931 0.933 0.41
C 1.458 1.123 1.519 -0.779 0.044 0.789 -1.00
C -0.078 0.707 1.703 1.643 -0.059 0.480 -0.36
O -0.928 1.285 0.715 -0.900 -1.260 0.628 -0.41
Si -2.434 0.515 0.584 0.008 0.004 -1.200 0.93
C -3.206 1.140 -1.065 0.248 0.737 0.506 -1.14
C -3.645 0.864 2.013 -0.361 -0.144 -0.043 -1.15
C -2.300 -1.407 0.460 0.824 0.299 -0.021 -0.81
C 3.287 1.664 -0.030 0.403 0.229 -1.533 0.07
Cl 3.928 2.885 1.156 -0.388 -0.452 -0.121 -0.26
C 3.485 2.328 -1.481 -1.773 2.532 -2.417 0.38
O 4.504 2.117 -2.167 0.692 -1.290 1.349 -0.76
O 2.551 3.103 -1.902 1.094 -1.550 1.950 -0.70
H -0.739 -2.928 -1.727 1.038 -0.057 0.057 0.18
H 0.686 -2.800 -0.651 0.026 -0.240 -0.881 0.17
H 0.657 -3.977 -2.095 0.089 0.994 0.559 0.37
H 0.556 -2.139 -3.722 0.427 0.331 0.908 0.34
H 1.973 -1.665 -2.724 -0.867 0.053 0.181 0.32
H -0.882 -0.768 -1.831 0.735 0.389 -0.033 -0.24
H -0.313 -0.095 -3.395 0.322 -0.120 1.037 0.29
H 2.572 -0.207 -1.225 -0.623 0.530 0.732 0.46
H 1.209 -0.725 -0.184 -0.020 0.963 -0.241 0.06
H 1.565 2.045 2.153 0.260 -0.595 -1.143 0.53
H 2.105 0.345 2.020 -0.706 0.468 -0.298 0.35
H -0.082 -0.414 1.721 -0.477 0.908 -0.155 0.17
H -0.361 1.069 2.735 0.091 -0.450 -0.904 0.26
H -4.092 1.767 -0.783 0.530 -0.617 -0.485 0.38
H -3.503 0.299 -1.739 0.221 0.798 0.488 0.29
H -2.478 1.838 -1.563 -0.617 -0.835 0.266 0.28
H -3.404 1.798 2.575 -0.196 -0.807 -0.247 0.29
H -3.690 -0.046 2.673 0.055 1.093 -0.335 0.27
H -4.666 0.992 1.550 0.924 -0.118 0.502 0.27
H -2.626 -1.859 1.428 0.207 0.036 -0.909 0.43
H -1.217 -1.656 0.276 -1.042 0.049 0.315 -0.06
H -2.855 -1.799 -0.430 0.226 0.273 0.949 0.31
H 3.968 0.765 0.034 -0.587 0.846 0.297 0.34
O 0.975 -0.934 3.861 0.049 -0.265 0.421 -0.56
H 1.448 -1.732 4.126 -0.016 0.054 -0.074 0.26
H 1.005 -0.373 4.644 0.002 0.031 -0.113 0.28
```
Forces are in eV/Å.

Values from the calculation:
Net charge: -1
HOMO energy in eV: -3.69
Spin multiplicity: 1

3.
DFT (ωB97M-V with the def2-TZVPD basis set) results for C4H7N3 in the gas phase.

```
14
Properties=species:S:1:pos:R:3:forces:R:3:mulliken_charge:R:1
C -2.260 -0.893 0.013 -0.156 -0.087 0.010 -0.81
N -0.884 -0.650 0.393 0.057 0.155 -0.060 0.54
C 0.122 -0.388 -0.472 -0.017 0.085 0.036 -0.20
C 1.043 0.307 0.264 -0.017 0.041 -0.103 0.34
C 2.228 1.072 -0.223 0.098 0.016 0.020 -1.08
N 0.573 0.392 1.543 -0.013 0.007 -0.153 -0.37
N -0.595 -0.166 1.608 0.003 0.044 -0.175 -0.62
H -2.873 -0.784 0.906 0.055 -0.115 -0.081 0.33
H -2.391 -1.882 -0.428 0.046 0.068 0.112 0.27
H -2.546 -0.128 -0.715 -0.118 -0.165 0.119 0.33
H 0.082 -0.689 -1.508 -0.015 0.129 0.118 0.40
H 2.779 1.497 0.618 -0.030 -0.119 -0.076 0.33
H 2.902 0.461 -0.831 -0.048 0.045 0.128 0.31
H 1.877 1.902 -0.848 0.156 -0.104 0.104 0.24
```
Forces are in eV/Å.

Values from the calculation:
Net charge: 0
ΔE to the lowest compared entry with this formula, charge and spin in kcal/mol: 21.2
SMILES: Cc1cn(C)nn1
HOMO energy in eV: -9.33
Spin multiplicity: 1

4.
DFT (ωB97M-V with the def2-TZVPD basis set) results for 3 unconnected molecules or ions with the total composition C5H12O2.

```
19
Properties=species:S:1:pos:R:3:forces:R:3:mulliken_charge:R:1
C -0.756 2.464 0.586 -0.014 0.019 -0.044 -1.22
C -0.266 1.048 0.889 0.054 -0.073 0.035 -0.34
C -0.117 0.206 -0.375 -0.242 -0.102 0.097 -0.32
O 0.809 0.763 -1.292 0.207 0.119 0.039 -0.51
C 0.368 -1.226 -0.149 -0.136 0.055 -0.234 0.29
C 0.127 -2.206 -1.149 0.278 0.001 -0.286 -1.06
O 1.404 -1.304 0.696 0.057 -0.119 0.016 -0.29
H -0.073 2.982 -0.095 -0.096 -0.069 0.099 0.29
H -1.746 2.448 0.115 0.141 -0.025 0.062 0.32
H -0.836 3.056 1.504 0.033 -0.127 -0.145 0.39
H 0.702 1.081 1.406 -0.102 0.001 -0.070 0.29
H -0.959 0.533 1.563 0.095 0.057 -0.108 0.31
H -1.068 0.153 -0.914 0.093 -0.036 0.120 0.40
H 1.657 0.837 -0.834 -0.062 0.054 -0.099 0.38
H -0.881 -1.632 0.995 0.001 -0.089 -0.194 -0.06
H 0.651 -3.157 -1.073 -0.071 0.133 0.059 0.30
H -0.772 -2.107 -0.012 -0.108 0.154 0.379 0.19
H -0.147 -1.856 -2.137 -0.059 -0.022 0.159 0.26
H 1.916 -2.092 0.458 -0.067 0.068 0.116 0.39
```
Forces are in eV/Å.

Values from the calculation:
Net charge: 0
ΔE to the lowest compared entry with this formula, charge and spin in kcal/mol: 126.0
HOMO energy in eV: -7.50
Spin multiplicity: 1

5.
DFT (ωB97M-V with the def2-TZVPD basis set) results for a molecular structure, C16H31NP2Pd in a non-equilibrium geometry.

```
51
Properties=species:S:1:pos:R:3:forces:R:3:mulliken_spin:R:1
P -2.138 1.729 -0.244 0.884 -0.456 1.081 0.08
P -0.442 -1.594 2.707 -2.400 1.790 1.138 0.10
C -0.610 0.287 0.138 0.514 0.895 -1.897 0.05
C -0.605 -1.030 0.884 0.029 -2.110 0.488 0.05
H 0.315 0.881 0.178 0.144 -0.435 -0.056 -0.04
H -0.710 -0.001 -0.906 0.159 -0.079 -0.605 0.00
H -1.250 -1.781 0.415 0.141 0.164 0.119 -0.03
H 0.437 -1.319 0.807 0.350 -0.329 -0.820 -0.02
C 1.106 -1.135 3.437 0.747 -0.151 0.093 0.01
H 1.084 -1.260 4.535 -0.160 0.014 -0.461 0.01
H 1.365 -0.096 3.178 -0.144 -0.477 0.160 0.02
H 1.848 -1.823 3.020 0.168 0.106 0.165 0.00
C -0.859 -3.311 2.681 0.500 -1.091 -0.370 0.03
H 0.079 -3.869 2.789 -0.328 -0.321 -0.158 0.01
H -1.344 -3.530 1.717 0.196 -0.229 0.414 0.00
H -1.544 -3.563 3.512 0.390 0.294 -0.371 0.01
C -1.474 3.360 -0.566 0.263 0.383 -0.080 0.03
H -2.158 4.153 -0.220 0.051 -0.458 0.014 0.01
H -1.353 3.486 -1.641 0.246 0.021 -0.002 0.00
H -0.518 3.494 -0.048 -0.146 0.030 -0.131 -0.01
C -2.883 1.060 -1.734 -0.443 -0.265 -0.163 0.02
H -2.808 -0.035 -1.732 -0.051 0.267 -0.072 0.00
H -2.349 1.470 -2.598 -0.087 -0.159 0.160 0.00
H -3.947 1.333 -1.834 0.358 0.027 0.208 0.00
Pd -1.283 0.709 1.952 -1.091 1.542 3.106 1.28
C 1.804 -1.624 -0.847 0.912 -0.166 0.393 0.05
C 2.416 -0.775 0.013 0.084 -1.634 -1.106 0.03
C 3.316 0.319 -0.426 0.242 0.890 -0.040 0.06
C 2.797 1.189 -1.615 0.211 0.867 -0.405 0.10
C 1.317 1.333 -1.767 4.594 4.683 4.567 0.66
C 0.572 0.529 -2.555 -4.470 -4.960 -4.317 0.75
C 1.070 -0.721 -3.199 -0.387 -0.371 0.295 0.03
C 1.993 -1.635 -2.345 0.189 -0.255 -0.521 0.01
C -3.303 1.887 1.098 -1.141 -0.196 0.059 0.04
H 1.289 -2.540 -0.512 0.147 0.604 0.270 -0.01
H 2.483 -0.989 1.082 -0.423 -0.034 -0.178 0.00
H 4.310 -0.060 -0.725 -0.328 -0.043 0.266 0.00
H 3.483 0.970 0.442 0.074 -0.011 -0.272 0.00
H 3.188 2.210 -1.462 0.126 -0.482 -0.122 -0.01
H 3.248 0.812 -2.548 -0.221 0.111 0.236 0.01
H 0.906 2.232 -1.288 0.029 -0.455 -0.339 0.07
H -0.425 0.810 -2.896 0.484 0.387 -0.298 0.03
H 1.622 -0.497 -4.129 -0.075 0.136 0.034 0.08
H 0.204 -1.316 -3.533 0.211 0.286 0.042 0.03
H 1.796 -2.672 -2.676 0.171 0.491 0.084 0.01
H 3.042 -1.443 -2.623 -0.294 0.006 0.360 -0.01
H -3.466 0.902 1.604 -0.553 0.665 -0.479 -0.01
H -4.182 2.197 0.529 -0.628 -0.035 0.546 0.01
H -3.099 2.644 1.872 0.188 -0.061 -0.489 0.01
N -2.630 -0.547 4.391 0.432 -0.726 -0.211 0.44
C -1.714 -0.830 3.690 0.136 1.329 -0.337 0.03
```
Forces are in eV/Å.

Values from the calculation:
Net charge: +2
ΔE to the lowest compared entry with this formula, charge and spin in kcal/mol: 7.5
HOMO energy (alpha / beta) in eV: -11.21 / -15.19
Expectation value of S²: 6.03
Spin multiplicity: 5

6.
DFT (ωB97M-V with the def2-TZVPD basis set) results for a molecular structure, C2H5N6O4 in a non-equilibrium geometry.

```
17
Properties=species:S:1:pos:R:3:forces:R:3:mulliken_charge:R:1
C 0.933 -1.259 -0.833 0.945 -2.574 -0.241 0.19
C 0.975 0.221 -0.865 -0.086 0.797 -0.565 -0.05
N -0.382 2.369 -0.084 -2.789 2.198 -0.595 0.54
N -0.458 -1.591 -0.608 2.581 -0.941 -0.501 -0.26
N -0.345 0.599 -0.806 -2.227 1.399 -0.468 -0.58
N -1.343 -0.196 1.135 -2.624 -0.451 3.920 -0.52
N 1.752 0.789 0.458 -2.496 -0.498 -1.885 0.99
N -1.138 -0.436 -0.181 -0.242 -0.601 -0.952 0.61
O 1.852 -2.033 -0.982 -2.015 1.163 0.315 -0.47
O -1.330 2.737 0.405 2.281 -1.644 -0.792 -0.15
O 1.010 1.540 1.051 0.734 0.536 2.540 -0.52
O 2.808 0.431 0.766 2.504 -0.639 0.437 -0.50
H 1.374 0.673 -1.790 0.742 -0.339 0.789 0.45
H -0.693 -2.574 -0.427 -0.474 0.749 0.416 0.31
H -2.330 -0.542 1.462 2.898 0.683 -0.485 0.29
H -0.553 -0.265 1.813 -0.906 -0.178 -1.089 0.27
H -2.131 -0.463 -0.515 1.174 0.341 -0.846 0.40
```
Forces are in eV/Å.

Values from the calculation:
Net charge: +1
ΔE to the lowest compared entry with this formula, charge and spin in kcal/mol: 38.0
HOMO energy in eV: -14.27
Spin multiplicity: 1

7.
DFT (ωB97M-V with the def2-TZVPD basis set) results for 2 unconnected molecules or ions with the total composition CH9NSi2 in a non-equilibrium geometry.

```
13
Properties=species:S:1:pos:R:3:forces:R:3:mulliken_charge:R:1
C -1.542 1.187 0.992 0.000 -2.598 0.981 -1.17
N 1.562 -0.858 -1.757 -1.624 0.008 -1.500 -0.37
Si -1.005 -0.567 1.545 1.357 -0.846 -0.431 0.32
Si 3.032 0.000 -1.916 0.497 -0.471 0.365 -0.02
H -2.491 1.548 0.970 -3.514 0.024 -0.444 0.46
H -1.205 1.912 1.649 1.916 1.109 1.467 0.35
H -1.152 1.317 0.044 1.133 0.393 -1.943 0.30
H 0.677 -0.527 -2.282 1.994 -1.223 1.383 0.26
H 1.622 -1.867 -1.559 -0.586 0.925 0.041 0.24
H -1.154 -1.935 0.679 -0.306 1.896 0.684 -0.08
H -1.222 -1.072 2.965 -0.169 0.603 -0.653 -0.10
H 0.464 -0.224 1.370 -0.396 -0.586 0.342 -0.10
H 2.415 1.087 -2.700 -0.302 0.765 -0.293 -0.10
```
Forces are in eV/Å.

Values from the calculation:
Net charge: 0
ΔE to the lowest compared entry with this formula, charge and spin in kcal/mol: 37.1
HOMO energy in eV: -8.42
Spin multiplicity: 1

8.
DFT (ωB97M-V with the def2-TZVPD basis set) results for C5H3NO in the gas phase.

```
10
Properties=species:S:1:pos:R:3:forces:R:3:mulliken_charge:R:1
C -1.134 1.926 0.658 0.323 -0.045 0.385 -0.24
C -0.242 1.144 0.885 -0.558 0.450 -0.087 -0.29
C 0.341 -0.120 0.529 -0.325 0.112 -0.530 0.31
C -0.606 -0.876 -0.092 0.016 -0.199 -0.125 -0.20
O -0.096 -1.562 -1.094 -0.045 -0.608 0.157 -0.17
N 1.271 -1.336 -1.132 0.380 -0.176 0.410 -0.31
C 1.531 -0.504 -0.162 0.082 -0.053 -0.161 -0.34
H -1.964 2.486 0.287 0.225 0.346 0.396 0.36
H -1.671 -0.895 0.095 0.116 -0.100 -0.331 0.48
H 2.570 -0.263 0.025 -0.216 0.272 -0.114 0.40
```
Forces are in eV/Å.

Values from the calculation:
Net charge: 0
ΔE to the lowest compared entry with this formula, charge and spin in kcal/mol: 84.3
SMILES: C#Cc1cnoc1
HOMO energy in eV: -9.16
Spin multiplicity: 1

9.
DFT (ωB97M-V with the def2-TZVPD basis set) results for a molecular structure, C3H7NO2 in a non-equilibrium geometry.

```
13
Properties=species:S:1:pos:R:3:forces:R:3:mulliken_spin:R:1
C -1.370 1.256 0.099 -0.456 2.553 4.530 0.42
C 0.388 -1.448 0.333 -1.135 1.674 1.158 0.00
C 0.967 -0.165 -0.251 1.527 0.072 2.673 0.33
N -0.071 1.311 0.369 3.031 0.326 0.534 0.28
O -1.932 0.725 -0.867 -1.196 -0.977 -2.432 0.73
O 0.983 0.056 -1.564 -1.986 -0.783 -2.543 0.05
H -2.062 1.834 0.891 0.900 -1.555 -1.300 0.15
H 0.317 -1.261 1.467 0.457 -0.623 -1.540 0.00
H -0.704 -1.496 0.055 1.054 -0.386 -0.124 0.00
H 0.977 -2.335 0.080 -0.352 0.038 0.087 0.02
H 2.035 0.104 0.152 -2.124 -0.403 -0.585 0.02
H 0.323 1.701 1.296 -1.582 -0.738 -2.002 -0.02
H 0.148 -0.283 -2.060 1.864 0.800 1.544 0.00
```
Forces are in eV/Å.

Values from the calculation:
Net charge: 0
ΔE to the lowest compared entry with this formula, charge and spin in kcal/mol: 24.7
HOMO energy (alpha / beta) in eV: -4.63 / -10.03
Expectation value of S²: 2.02
Spin multiplicity: 3

Q: Which value of spin multiplicity does entry 2 give?
A: 1

Q: The highest net charge belongs to which entry?
A: C16H31NP2Pd